DFT (ωB97M-V with the def2-TZVPD basis set) results for C4H10O in the gas phase.

Output
total charge = 0
2S+1 = 1
HOMO = -9.4287 eV
energy = -233.59096 a.u.
gap between HOMO and LUMO = 10.6 eV
lowest unoccupied orbital energy = 1.158 eV
SMILES = CCCOC

Last column: Mulliken charge in e.
Cartesian coordinates (Å):
O1 -0.3767 1.1561 -0.6976  -0.389
C1 0.7148 2.0480 -0.9704  -0.597
C2 -0.5176 -2.0351 -0.1082  -1.037
C3 -0.4751 0.5625 0.6132  -0.742
C4 0.1926 -0.9500 0.7406  -0.319
H1 1.5672 1.6234 -0.4337  0.301
H2 0.8456 2.1345 -2.0429  0.228
H3 0.4806 3.0358 -0.5536  0.233
H4 -0.1395 -3.0932 0.1314  0.298
H5 -0.5855 -1.8707 -1.2155  0.271
H6 -1.5791 -2.0977 0.2029  0.280
H7 -0.0940 1.2385 1.3027  0.431
H8 -1.4544 0.3736 0.8498  0.430
H9 0.2096 -1.2421 1.7818  0.343
H10 1.2115 -0.8836 0.3993  0.270

Forces on atoms 1 to 2 (eV/Å):
O -0.656 -0.615 -0.147
C -0.785 -0.751 1.670

DFT (ωB97M-V with the def2-TZVPD basis set) results for 2 unconnected molecules or ions with the total composition C4H10O.

Output
total charge = 0
2S+1 = 1
HOMO = -8.7904 eV
energy = -233.56846 a.u.
gap between HOMO and LUMO = 10.0 eV
lowest unoccupied orbital energy = 1.162 eV
SMILES = C=COCC.[H][H]

Last column: Mulliken charge in e.
Cartesian coordinates (Å):
C1 2.0088 1.1799 0.1498  -0.731
C2 0.9782 0.4818 -0.3190  -0.024
O1 -0.2905 0.6891 0.1080  -0.349
C3 -1.2695 -0.2039 -0.4052  -0.247
C4 -2.5294 -0.0165 0.4145  -1.187
H1 2.8467 -1.5087 0.3126  -0.223
H2 1.8665 1.9508 0.9008  0.248
H3 3.0073 0.9901 -0.2263  0.297
H4 3.1690 -2.1311 0.0610  0.224
H5 1.1014 -0.3029 -1.0685  0.357
H6 -0.9073 -1.2385 -0.3304  0.354
H7 -1.4512 0.0090 -1.4687  0.315
H8 -3.3317 -0.6668 0.0514  0.376
H9 -2.8667 1.0222 0.3559  0.295
H10 -2.3317 -0.2544 1.4640  0.294

Forces on atoms 1 to 2 (eV/Å):
C -0.161 -0.034 -0.091
C 0.296 0.071 -0.012

DFT (ωB97M-V with the def2-TZVPD basis set) results for a molecular structure, C4H10O.

Output
total charge = 0
2S+1 = 1
HOMO (spin up / spin down) = -6.9792 / -6.9419 eV
energy = -233.48660 a.u.
gap between HOMO and LUMO (spin up / spin down) = 8.2 / 8.2 eV
lowest unoccupied orbital energy (spin up / spin down) = 1.221 / 1.219 eV

Last column: Mulliken charge in e.
Cartesian coordinates (Å):
C1 -1.2863 0.6413 -0.2132  -0.189
C2 0.5613 -0.6498 0.3873  -0.049
C3 -0.6895 1.9824 0.0568  -0.995
C4 1.0017 -2.0232 0.7649  -1.110
O1 -0.7140 -0.4662 0.1895  -0.220
H1 -2.3444 0.5282 -0.3783  0.409
H2 -0.0779 0.1706 -2.2551  -0.003
H3 1.2015 0.1961 0.5950  0.370
H4 0.5981 -0.2321 -2.1198  0.013
H5 -1.4106 2.7604 -0.1779  0.325
H6 0.2127 -2.7395 0.5441  0.273
H7 1.2451 -2.0940 1.8283  0.264
H8 1.8948 -2.3092 0.2066  0.310
H9 0.2133 2.1481 -0.5387  0.291
H10 -0.4058 2.0867 1.1106  0.311

Forces on atoms 1 to 2 (eV/Å):
C -0.692 0.971 0.223
C 0.815 -0.308 0.632

DFT (ωB97M-V with the def2-TZVPD basis set) results for a molecular structure, C4H10O.

Output
total charge = 0
2S+1 = 1
HOMO = -7.3737 eV
energy = -233.48834 a.u.
gap between HOMO and LUMO = 8.5 eV
lowest unoccupied orbital energy = 1.089 eV

Last column: Mulliken charge in e.
Cartesian coordinates (Å):
C1 1.6249 -0.8390 -0.7698  -0.558
O1 0.9149 -0.6435 0.3342  -0.258
C2 -0.1849 0.0698 0.3514  0.656
C3 -1.0739 0.0407 -0.8535  -1.214
C4 -0.7652 0.2643 1.7178  -1.295
H1 1.5633 1.0549 -0.8309  0.052
H2 1.0891 -1.0041 -1.6988  0.260
H3 2.5409 -1.3831 -0.5785  0.227
H4 0.9822 1.4212 -0.3930  0.091
H5 -1.3490 -1.0006 -1.0947  0.346
H6 -0.5973 0.4651 -1.7437  0.360
H7 -1.9927 0.5989 -0.6556  0.358
H8 -1.2584 1.2390 1.7871  0.337
H9 0.0240 0.2184 2.4723  0.336
H10 -1.5177 -0.5020 1.9556  0.301

Forces on atoms 1 to 2 (eV/Å):
C 0.018 -0.236 -0.172
O -0.124 0.147 0.108

DFT (ωB97M-V with the def2-TZVPD basis set) results for a molecular structure, C4H10O.

Output
total charge = 0
2S+1 = 1
HOMO = -7.5958 eV
energy = -233.49979 a.u.
gap between HOMO and LUMO = 8.6 eV
lowest unoccupied orbital energy = 0.983 eV

Last column: Mulliken charge in e.
Cartesian coordinates (Å):
C1 2.1707 0.0536 -0.0867  -1.189
C2 0.7488 -0.5018 0.0704  -0.268
C3 -0.2170 0.6452 -0.0818  -0.145
C4 -2.0039 -0.4297 -0.3296  -1.223
O1 -0.5236 1.1864 1.1321  -0.447
H1 2.3469 0.8566 0.6366  0.295
H2 2.2960 0.4746 -1.0900  0.330
H3 2.9390 -0.7128 0.0633  0.360
H4 0.5575 -1.2579 -0.7008  0.258
H5 0.6213 -0.9933 1.0487  0.295
H6 -1.1538 0.4940 -0.8121  0.338
H7 -2.0279 -1.1566 -1.1416  0.328
H8 -1.8518 -0.8810 0.6471  0.372
H9 -2.8802 0.2276 -0.3152  0.348
H10 -1.0220 1.9952 0.9596  0.347

Forces on atoms 1 to 2 (eV/Å):
C 0.074 0.040 0.018
C -0.044 0.033 -0.075

DFT (ωB97M-V with the def2-TZVPD basis set) results for C4H10O in the gas phase.

Output
total charge = 0
2S+1 = 1
HOMO = -10.2740 eV
energy = -233.60947 a.u.
gap between HOMO and LUMO = 11.3 eV
lowest unoccupied orbital energy = 1.027 eV
SMILES = CCCCO

Last column: Mulliken charge in e.
Cartesian coordinates (Å):
C1 -0.6062 1.7220 0.4641  -1.055
C2 -1.0050 0.2334 0.3865  -0.404
C3 0.1106 -0.7568 0.4501  -0.564
C4 0.9900 -0.6905 -0.8067  -0.329
H1 0.0240 2.1164 1.3722  0.264
H2 -1.5223 2.4205 0.4124  0.301
H3 -0.0238 2.0461 -0.3948  0.322
H4 -1.4612 0.0266 -0.5711  0.255
H5 -1.8366 -0.0389 1.1524  0.263
H6 0.6699 -0.7335 1.3849  0.293
H7 -0.2849 -1.7967 0.4595  0.380
H8 0.2105 -0.4788 -1.6664  0.206
H9 1.6018 0.2574 -0.7519  0.226
H10 1.2898 -2.5489 -0.8395  0.321
O1 1.8434 -1.7784 -1.0516  -0.478

Forces on atoms 1 to 2 (eV/Å):
C -0.424 1.922 1.067
C -1.586 0.246 1.498

DFT (ωB97M-V with the def2-TZVPD basis set) results for 2 unconnected molecules or ions with the total composition C4H10O.

Output
total charge = 0
2S+1 = 1
HOMO = -9.6382 eV
energy = -233.58751 a.u.
gap between HOMO and LUMO = 10.6 eV
lowest unoccupied orbital energy = 0.919 eV
SMILES = C=CC.CO

Last column: Mulliken charge in e.
Cartesian coordinates (Å):
C1 -3.1672 -1.1195 -2.9575  -0.496
O1 -3.1265 0.2531 -2.5724  -0.501
H1 -2.8853 -1.7398 -2.1173  0.242
H2 -4.1126 -1.4062 -3.4082  0.247
H3 -2.4426 -1.2530 -3.7485  0.208
H4 -3.9167 0.4153 -2.0358  0.300
C2 3.0817 1.3706 1.9561  -0.974
C3 1.9537 0.3820 1.8988  0.193
C4 2.0577 -0.8620 2.3251  -0.788
H5 4.0048 0.8192 2.1258  0.299
H6 3.1766 2.0114 1.0754  0.285
H7 2.9596 2.0495 2.7950  0.246
H8 1.0455 0.7158 1.3820  0.281
H9 1.3049 -1.6263 2.3698  0.269
H10 2.9938 -1.1517 2.7932  0.188

Forces on atoms 1 to 2 (eV/Å):
C 0.320 0.510 -0.244
O -0.584 -0.085 0.074

DFT (ωB97M-V with the def2-TZVPD basis set) results for C4H10O in the gas phase.

Output
total charge = 0
2S+1 = 1
HOMO = -10.3701 eV
energy = -233.63459 a.u.
gap between HOMO and LUMO = 11.4 eV
lowest unoccupied orbital energy = 1.028 eV
SMILES = CC[C@@H](C)O

Last column: Mulliken charge in e.
Cartesian coordinates (Å):
C1 2.0396 0.0861 -0.1024  -1.197
C2 0.6695 -0.6021 0.0357  -0.476
C3 -0.5221 0.3474 -0.1444  0.342
C4 -1.8433 -0.4282 -0.1814  -1.241
O1 -0.4956 1.2011 1.0347  -0.542
H1 2.0964 0.9549 0.5524  0.307
H2 2.2519 0.4432 -1.1253  0.306
H3 2.8623 -0.5794 0.1676  0.338
H4 0.6133 -1.4544 -0.6726  0.309
H5 0.4762 -0.9290 1.0841  0.299
H6 -0.4073 0.9126 -1.1043  0.247
H7 -1.9572 -1.0813 -1.0575  0.344
H8 -1.9543 -1.0527 0.7130  0.305
H9 -2.6733 0.2795 -0.1909  0.351
H10 -1.1560 1.9024 0.9912  0.308

Forces on atoms 1 to 2 (eV/Å):
C -0.093 0.082 -0.058
C -0.143 0.289 0.324

DFT (ωB97M-V with the def2-TZVPD basis set) results for 4 unconnected molecules or ions with the total composition C4H10O.

Output
total charge = 0
2S+1 = 1
HOMO = -9.2463 eV
energy = -233.49659 a.u.
gap between HOMO and LUMO = 10.4 eV
lowest unoccupied orbital energy = 1.164 eV

Last column: Mulliken charge in e.
Cartesian coordinates (Å):
C1 1.9691 0.4738 0.4140  -0.897
C2 1.1265 -0.4271 -0.4746  0.004
O1 0.4235 -1.3347 0.0440  -0.556
C3 -1.5895 -0.8246 0.4882  -0.233
C4 -1.9201 0.3552 -0.1358  -0.642
H1 2.3757 1.3269 -0.1381  0.335
H2 2.8015 -0.1063 0.8285  0.286
H3 1.3626 0.8369 1.2502  0.259
H4 0.2205 0.6177 -0.9861  0.150
H5 1.5137 -0.5905 -1.4978  0.375
H6 -1.3174 -0.8445 1.5367  0.230
H7 -1.8263 -1.7809 0.0393  0.215
H8 -2.0012 1.2695 0.4498  0.304
H9 -2.4977 0.3339 -1.0583  0.309
H10 -0.6411 0.6947 -0.7600  -0.139

Forces on atoms 1 to 2 (eV/Å):
C -0.001 0.050 0.057
C -0.030 -0.070 0.067

DFT (ωB97M-V with the def2-TZVPD basis set) results for 4 unconnected molecules or ions with the total composition C4H10O.

Output
total charge = 0
2S+1 = 1
HOMO = -8.9739 eV
energy = -233.49300 a.u.
gap between HOMO and LUMO = 9.7 eV
lowest unoccupied orbital energy = 0.686 eV

Last column: Mulliken charge in e.
Cartesian coordinates (Å):
C1 1.9242 -0.0551 -0.2039  -0.600
C2 0.7662 -0.7604 -0.4686  -0.743
C3 -0.8679 0.5766 -0.3607  0.225
C4 -1.9303 -0.4773 -0.1206  -1.086
O1 -0.6615 1.4536 0.5233  -0.572
H1 1.5380 1.3210 0.5264  0.024
H2 2.4599 0.4372 -1.0132  0.306
H3 2.5179 -0.2640 0.6818  0.349
H4 0.5101 -0.9818 -1.5002  0.384
H5 0.4346 -1.4898 0.2667  0.280
H6 -0.7506 0.8789 -1.4174  0.349
H7 -1.8840 -1.2763 -0.8673  0.311
H8 -1.8397 -0.9010 0.8829  0.307
H9 -2.9114 0.0067 -0.1974  0.346
H10 0.7526 1.6113 0.6609  0.121

Forces on atoms 1 to 2 (eV/Å):
C -0.106 -0.064 -0.036
C 0.168 -0.078 0.005

DFT (ωB97M-V with the def2-TZVPD basis set) results for 2 unconnected molecules or ions with the total composition C4H10O2.

Output
total charge = 0
2S+1 = 1
HOMO = -8.5695 eV
energy = -308.79863 a.u.
gap between HOMO and LUMO = 9.2 eV
lowest unoccupied orbital energy = 0.626 eV
SMILES = C=CO.CCO

Last column: Mulliken charge in e.
Cartesian coordinates (Å):
C1 2.0703 -0.3526 -0.3601  -0.258
O1 1.2709 -0.7559 0.7072  -0.604
C2 1.3639 0.6978 -1.2264  -0.907
H1 2.9848 0.0557 0.0337  0.306
H2 2.2054 -1.4601 -0.9826  0.202
H3 1.1268 -0.1075 1.4725  0.348
H4 0.7540 0.2039 -1.9336  0.257
H5 0.7284 1.2938 -0.5593  0.226
H6 2.0316 1.2787 -1.7721  0.394
C3 -2.9706 0.2106 0.3470  -0.870
C4 -1.7552 0.0606 0.8662  0.172
O2 -1.2687 -1.2113 0.8116  -0.530
H7 -3.5818 1.0347 0.3710  0.319
H8 -3.3940 -0.5616 -0.2943  0.214
H9 -1.2730 0.7266 1.5787  0.227
H10 -0.2930 -1.1136 0.9406  0.503

Forces on atoms 1 to 2 (eV/Å):
C -0.127 -2.096 -2.181
O -0.933 0.361 3.001

DFT (ωB97M-V with the def2-TZVPD basis set) results for 2 unconnected molecules or ions with the total composition C4H10O2.

Output
total charge = 0
2S+1 = 1
HOMO = -9.0448 eV
energy = -308.78296 a.u.
gap between HOMO and LUMO = 9.6 eV
lowest unoccupied orbital energy = 0.557 eV
SMILES = C=C(CO)CO.[H][H]

Last column: Mulliken charge in e.
Cartesian coordinates (Å):
C1 0.5240 0.1082 1.7590  -0.889
C2 0.0252 0.1509 0.5247  0.418
C3 0.8013 0.8464 -0.5711  -0.483
O1 0.4041 0.4565 -1.8845  -0.519
C4 -1.4004 -0.2704 0.2206  -0.525
O2 -1.6547 -0.9926 -0.9603  -0.536
H1 0.8839 -1.5878 0.3998  0.100
H2 1.5271 0.4686 1.9810  0.276
H3 -0.0255 -0.3605 2.5709  0.280
H4 0.7284 -1.8203 -0.2959  -0.013
H5 1.8815 0.6868 -0.4442  0.264
H6 0.5820 1.9078 -0.4167  0.371
H7 0.6285 1.1777 -2.4848  0.303
H8 -1.7715 -0.8944 1.0389  0.320
H9 -1.9572 0.6794 0.2441  0.270
H10 -1.1766 -0.5563 -1.6813  0.363

Forces on atoms 1 to 2 (eV/Å):
C -0.197 0.282 -0.030
C -0.120 0.560 0.412

DFT (ωB97M-V with the def2-TZVPD basis set) results for C4H10O2 in the gas phase.

Output
total charge = 0
2S+1 = 1
HOMO = -10.0035 eV
energy = -308.82444 a.u.
gap between HOMO and LUMO = 10.8 eV
lowest unoccupied orbital energy = 0.813 eV
SMILES = C[C@H](O)CCO

Last column: Mulliken charge in e.
Cartesian coordinates (Å):
C1 -0.0996 0.0114 -1.4498  -0.430
O1 0.8455 -0.4026 -2.5044  -0.541
C2 0.7570 0.0272 -0.1452  -0.854
C3 -0.0933 -0.2823 1.1085  0.769
C4 -1.6183 -0.3152 1.0533  -1.446
O2 0.1916 0.8227 1.9990  -0.593
H1 -0.9530 -0.6423 -1.5953  0.384
H2 -0.4731 1.0998 -1.6691  0.210
H3 1.5827 0.1862 -2.3108  0.307
H4 1.2430 1.0161 -0.0516  0.443
H5 1.4615 -0.7945 -0.0536  0.223
H6 0.2023 -1.2335 1.6263  0.200
H7 -2.0318 0.2461 1.9056  0.389
H8 -2.0824 -1.2794 1.1023  0.335
H9 -2.0769 0.3454 0.2813  0.300
H10 0.8635 1.4268 1.6860  0.303

Forces on atoms 1 to 2 (eV/Å):
C 1.824 1.482 -1.350
O -0.896 0.891 0.643

DFT (ωB97M-V with the def2-TZVPD basis set) results for 2 unconnected molecules or ions with the total composition C4H10O2.

Output
total charge = 0
2S+1 = 1
HOMO = -11.1045 eV
energy = -308.83644 a.u.
gap between HOMO and LUMO = 11.9 eV
lowest unoccupied orbital energy = 0.749 eV
SMILES = O=CO.CCC

Last column: Mulliken charge in e.
Cartesian coordinates (Å):
C1 1.6733 -0.2496 1.1112  -1.239
C2 0.8776 -0.6248 -0.2053  -0.001
C3 0.7185 0.4786 -1.1914  -0.904
H1 2.7231 -0.0761 0.8421  0.352
H2 1.5252 -1.0712 1.8207  0.334
H3 1.3696 0.6871 1.6023  0.313
H4 -0.1402 -1.1791 -0.0368  0.114
H5 1.5250 -1.3967 -0.6703  0.266
H6 0.8621 0.0514 -2.2275  0.280
H7 -0.2418 1.0879 -1.2246  0.232
H8 1.5843 1.3959 -1.0853  0.246
O1 -2.6630 1.6782 0.6997  -0.434
C4 -2.5357 0.4869 0.6217  0.261
O2 -2.8745 -0.1988 -0.5344  -0.458
H9 -2.1956 -0.3127 1.3889  0.294
H10 -2.2081 -0.7570 -0.9111  0.344

Forces on atoms 1 to 2 (eV/Å):
C -1.103 0.007 -0.621
C -0.074 -1.296 1.327

DFT (ωB97M-V with the def2-TZVPD basis set) results for C4H10O2 in the gas phase.

Output
total charge = 0
2S+1 = 1
HOMO = -9.4810 eV
energy = -308.80964 a.u.
gap between HOMO and LUMO = 10.4 eV
lowest unoccupied orbital energy = 0.922 eV
SMILES = CC[C@@H](O)CO

Last column: Mulliken charge in e.
Cartesian coordinates (Å):
C1 -2.0810 -0.5116 -0.5228  -1.108
C2 -1.1393 0.2796 0.4164  -0.556
C3 0.3345 -0.2869 0.3808  0.168
O1 0.5542 -0.7865 -0.9292  -0.548
C4 1.6995 0.7067 0.2092  -0.443
O2 2.7046 0.5066 -0.8187  -0.530
H1 -3.0673 -0.0334 -0.5990  0.364
H2 -1.6539 -0.5616 -1.5253  0.290
H3 -2.2471 -1.5427 -0.1845  0.286
H4 -1.1487 1.3280 0.1046  0.286
H5 -1.5907 0.2662 1.4255  0.313
H6 0.2868 -1.1706 1.0753  0.289
H7 1.3662 -1.2955 -0.8357  0.313
H8 2.3192 0.6146 1.0867  0.274
H9 1.2480 1.6770 0.0336  0.302
H10 2.4239 0.8187 -1.6962  0.297

Forces on atoms 1 to 2 (eV/Å):
C 0.132 0.014 -0.012
C 0.420 0.279 -0.136

In kJ/mol, the relative energy (zero: lowest compared OMol25 entry of this formula, charge and spin) values for the records above are, in order, 141.7; 200.8; 415.8; 411.2; 381.1; 93.2; 150.8; 27.2; 389.5; 398.9; 261.3; 302.5; 193.5; 162.0; 232.4.